{"formula": "C3H3N3", "method": "ωB97M-V with the def2-TZVPD basis set", "mol_weight_g_mol": 81.08, "e_above_lowest_kj_mol": 295.8, "homo_ev": -8.42, "homo_lumo_gap_ev": 8.12, "symbols": ["N", "C", "C", "N", "C", "N", "H", "H", "H"], "coordinates": [[-0.7641, -0.8333, 0.1358], [0.2981, 0.2831, 0.1600], [1.5506, -0.1390, -0.2709], [2.5833, -0.5438, -0.6262], [-0.2480, 1.5578, 0.0510], [-0.7562, 2.6028, -0.0309], [-1.6856, -0.5229, -0.1967], [-0.4656, -1.6796, -0.3641], [-0.5125, -0.7249, 1.1421]], "forces_ev_per_a": [[0.38, 0.33, 0.36], [0.44, 0.62, -0.96], [0.97, -0.16, -0.53], [-0.75, 0.21, 0.34], [-0.30, 1.02, -0.29], [0.31, -0.80, 0.15], [0.40, 0.00, 0.47], [0.07, 0.35, 0.49], [-1.53, -1.57, -0.03]], "mulliken_charge": [-0.3414, -0.4197, 0.2787, -0.4464, 0.2799, -0.4463, 0.3185, 0.3191, 0.4576]}

***

{"formula": "C3H3N3", "method": "ωB97M-V with the def2-TZVPD basis set", "mol_weight_g_mol": 81.08, "e_above_lowest_kj_mol": 1065.4, "homo_ev": -9.54, "homo_lumo_gap_ev": 7.27, "symbols": ["C", "C", "C", "H", "H", "H", "N", "N", "N"], "coordinates": [[1.0787, -1.0767, -1.9840], [-0.2683, -0.3795, 1.0313], [-0.3569, 1.0862, 1.2213], [1.1897, -0.5460, -2.9549], [2.5148, -2.2697, -1.5752], [-0.0651, -1.0968, 1.9702], [-0.3957, -0.2758, -1.3713], [-0.3113, -1.0549, -0.1338], [-0.2017, 2.2067, 1.6405]], "forces_ev_per_a": [[-3.88, 2.53, 0.79], [-0.10, -2.68, -1.67], [1.49, 3.80, 2.29], [0.66, -0.54, 0.51], [-3.45, 2.64, -0.55], [-0.75, 2.10, -2.14], [7.64, -6.08, 0.35], [-0.57, 3.58, 2.72], [-1.04, -5.34, -2.30]], "mulliken_charge": [-0.3003, -0.0397, 0.3064, 0.2891, 0.2971, 0.3018, -0.2808, -0.1992, -0.3745]}